114
Properties=species:S:1:pos:R:3:lowdin_charge:R:1 method="wB97M-V/def2-TZVPD" molar_mass_g_mol=1160.19 de_lowest_ev=0.481 charge=+2 total_energy_ha=-4235.07904 homo_lumo_gap_ev="4.811 / 5.629"
Pb 0.2393 1.8031 -0.7816 1.3503
C -2.9460 -2.1449 6.0412 -0.0338
C -2.3728 -1.1250 5.0945 -0.2498
C -1.6854 -1.5190 3.9453 -0.0303
C -1.1914 -0.5825 3.0544 -0.0696
C -1.3800 0.7677 3.3178 -0.2912
C -2.0423 1.1903 4.4645 -0.0284
C -2.5376 0.2372 5.3393 -0.0101
S -0.8148 1.9749 2.1829 0.5552
O -0.7613 3.2255 2.8897 -0.2710
O -1.6901 1.9277 0.9944 -0.4563
N 0.5591 1.4914 1.5523 -0.2688
C 1.8111 1.6336 2.1817 -0.2586
C 2.0335 1.9117 3.5043 0.0062
C 3.3473 1.9915 4.0226 -0.0398
C 4.4377 1.7933 3.2319 -0.0249
C 4.2504 1.5182 1.8576 -0.1442
C 5.3241 1.3216 0.9611 0.0189
C 5.0828 1.0818 -0.3625 -0.0421
C 3.7502 1.0524 -0.8017 -0.1767
N 2.7193 1.2228 -0.0026 0.0053
C 2.9430 1.4480 1.3299 -0.1723
H -2.4803 -3.1210 5.9100 0.0804
H -4.0194 -2.2587 5.8692 0.0919
H -2.8169 -1.8366 7.0787 0.0884
H -1.5340 -2.5761 3.7551 0.1158
H -0.6575 -0.8842 2.1636 0.0691
H -2.1618 2.2477 4.6603 0.1212
H -3.0579 0.5570 6.2341 0.1269
H 1.1928 2.0811 4.1644 0.1127
H 3.4794 2.2177 5.0728 0.1192
H 5.4413 1.8534 3.6331 0.1224
H 6.3398 1.3741 1.3369 0.1313
H 5.8895 0.9298 -1.0663 0.1151
H 3.5244 0.8958 -1.8543 0.1041
O 1.1960 2.0288 -3.4628 -0.2076
C 1.0406 3.3665 -3.9817 -0.2361
C 2.2231 4.2465 -3.6301 -0.1543
C 2.4983 4.2910 -2.1255 -0.1353
C 1.4129 4.9918 -1.3528 -0.2686
C 1.3392 6.3779 -1.3652 0.0042
C 0.3671 7.0265 -0.6268 -0.0149
C -0.5234 6.2669 0.1165 -0.0178
C -0.4109 4.8950 0.0707 -0.1203
N 0.5348 4.2628 -0.6490 -0.0028
H 1.9587 1.6339 -3.9000 0.0938
H 0.1226 3.7526 -3.5350 0.0792
H 0.8926 3.3281 -5.0611 0.1309
H 2.0249 5.2561 -3.9999 0.1276
H 3.1180 3.8907 -4.1489 0.1237
H 3.4362 4.8197 -1.9509 0.1318
H 2.6274 3.2791 -1.7382 0.0644
H 2.0614 6.9381 -1.9458 0.1299
H 0.3094 8.1074 -0.6249 0.1246
H -1.2922 6.7210 0.7265 0.1236
H -1.1022 4.2750 0.6247 0.0760
C 3.5221 -3.9771 -3.3228 -0.1165
C 1.9982 -3.9052 -3.3394 -0.6927
C 1.4905 -3.3301 -4.6592 -0.1156
C 1.3873 -5.2752 -3.0555 -0.0854
Sb 1.3983 -2.4571 -1.7805 1.8160
C 2.2560 -3.0010 0.1873 -0.6826
C 2.0960 -4.5072 0.3486 -0.0948
C 3.7248 -2.5866 0.1328 -0.1040
C 1.5300 -2.2342 1.2845 -0.1133
C -0.8157 -2.1732 -1.8846 -0.6651
C -1.0499 -1.1745 -3.0174 -0.1216
C -1.5095 -3.4967 -2.1769 -0.0960
C -1.2998 -1.6268 -0.5441 -0.1266
H 3.8461 -4.6369 -4.1340 0.1036
H 3.9059 -4.3974 -2.3926 0.0667
H 3.9889 -3.0037 -3.4872 0.0844
H 1.8487 -3.9677 -5.4736 0.1030
H 1.8610 -2.3207 -4.8476 0.0816
H 0.4020 -3.3174 -4.7127 0.0658
H 1.5757 -5.9029 -3.9339 0.1090
H 0.3135 -5.2540 -2.9073 0.0579
H 1.8465 -5.7676 -2.2017 0.0711
H 2.6982 -5.0681 -0.3651 0.0687
H 1.0568 -4.8372 0.2718 0.0874
H 2.4490 -4.7734 1.3517 0.1078
H 4.2660 -3.0418 -0.6977 0.0672
H 4.2083 -2.9159 1.0588 0.1072
H 3.8367 -1.5034 0.0701 0.0563
H 0.5278 -2.6237 1.4560 0.0628
H 1.4711 -1.1596 1.0916 0.0575
H 2.0919 -2.3664 2.2165 0.1114
H -0.7888 -1.5923 -3.9905 0.0730
H -0.5010 -0.2395 -2.8963 0.0177
H -2.1139 -0.9144 -3.0378 0.0993
H -1.3010 -3.8676 -3.1789 0.0730
H -2.5884 -3.3110 -2.1185 0.1084
H -1.2776 -4.2749 -1.4470 0.0857
H -0.7692 -0.7285 -0.2227 0.0148
H -1.2150 -2.3764 0.2424 0.0771
H -2.3572 -1.3546 -0.6362 0.0856
S -6.2105 2.8782 1.6009 0.7834
C -5.1357 2.5217 0.4300 -1.0735
S -4.1899 3.6374 -0.4947 1.0252
C -3.4015 2.3302 -1.3160 -1.1322
N -3.8852 1.1192 -0.9418 0.0768
N -4.7995 1.2432 -0.0131 -0.1369
C -5.3971 0.0271 0.4932 -0.2342
C -4.5978 -0.8214 1.2343 -0.0156
C -5.1507 -1.9980 1.7151 -0.0602
C -6.4798 -2.3016 1.4488 -0.0590
C -7.2633 -1.4320 0.7001 -0.0481
C -6.7220 -0.2513 0.2144 -0.0164
S -2.1897 2.5271 -2.4355 0.6049
H -3.5695 -0.5515 1.4392 0.1001
H -4.5448 -2.6734 2.3065 0.1054
H -6.9099 -3.2188 1.8297 0.1134
H -8.2986 -1.6700 0.4955 0.1171
H -7.3151 0.4393 -0.3711 0.1254

***

113
Properties=species:S:1:pos:R:3:mulliken_spin:R:1 method="wB97M-V/def2-TZVPD" molar_mass_g_mol=968.74 de_lowest_ev=0.000 charge=0 total_energy_ha=-5068.22081 homo_lumo_gap_ev="8.637 / 7.731" spin_multiplicity=3
Ni -0.2422 -0.3738 0.3289 1.7203
C 1.5914 2.3220 -0.5295 0.0064
O 1.1932 0.9456 -0.5466 0.0397
Si 1.7792 -0.2347 -1.6371 -0.0180
C 3.6052 -0.4421 -1.2998 0.0026
C 1.6922 0.4273 -3.3704 0.0003
C 0.6540 -1.5829 -1.1407 0.0389
Si -0.5555 -2.1873 -2.4293 -0.0087
C -1.3652 -0.8543 -3.4460 0.0042
C -1.9636 -3.1639 -1.6661 -0.0056
C 0.3167 -3.2898 -3.6743 0.0032
Si 1.4057 -2.8813 -0.0396 -0.0310
C 2.4206 -2.0797 1.3510 0.0518
C 0.1239 -3.9722 0.7881 0.0295
C 2.5961 -4.0544 -0.8940 0.0160
H 2.6480 2.4107 -0.2620 0.0030
H 0.9888 2.8564 0.2018 0.0030
H 1.4289 2.7814 -1.5063 0.0010
H 4.1723 0.3613 -1.7832 0.0000
H 3.9585 -1.3890 -1.7214 0.0014
H 3.8511 -0.4380 -0.2356 -0.0004
H 2.4016 1.2534 -3.4941 -0.0002
H 0.6974 0.7829 -3.6500 -0.0001
H 1.9802 -0.3635 -4.0719 0.0000
H -1.6946 -0.0344 -2.8133 -0.0023
H -2.2483 -1.2737 -3.9392 0.0004
H -0.7099 -0.4578 -4.2264 0.0001
H -2.3682 -2.6425 -0.7893 0.0002
H -1.6670 -4.1700 -1.3612 0.0008
H -2.7746 -3.2605 -2.3967 0.0007
H 1.0391 -2.7127 -4.2644 0.0002
H -0.4048 -3.7307 -4.3740 -0.0002
H 0.8565 -4.1083 -3.1937 0.0002
H 2.3312 -0.9888 1.3717 -0.0282
H 3.4847 -2.3054 1.2249 0.0046
H 2.1197 -2.4598 2.3340 -0.0011
H -0.7990 -3.4358 1.0286 -0.0106
H 0.5259 -4.3805 1.7240 0.0018
H -0.1465 -4.8150 0.1449 -0.0011
H 3.4509 -3.5227 -1.3234 -0.0020
H 2.1062 -4.6102 -1.6972 -0.0008
H 2.9835 -4.7880 -0.1741 0.0015
C -5.9198 1.6376 -0.4331 0.0031
C -4.7032 0.6994 -0.3912 0.0027
C -4.8820 -0.2583 0.7937 0.0020
C -4.6738 -0.1181 -1.6900 0.0007
Si -2.9928 1.5304 -0.2286 0.0148
O -1.9182 0.3270 -0.1244 0.1803
C -2.8358 2.7172 1.2395 0.0024
C -3.8268 3.6010 1.6847 0.0009
C -3.5895 4.4987 2.7203 0.0002
C -2.3438 4.5459 3.3336 -0.0002
C -1.3338 3.7003 2.8945 -0.0017
C -1.5853 2.8034 1.8640 0.0080
C -2.6202 2.6841 -1.6799 -0.0005
C -1.3829 2.5870 -2.3250 0.0061
C -1.0302 3.4388 -3.3655 -0.0011
C -1.9193 4.4171 -3.7896 0.0001
C -3.1460 4.5514 -3.1507 0.0001
C -3.4845 3.7011 -2.1038 0.0031
H -6.8406 1.0435 -0.5148 -0.0003
H -5.8965 2.3043 -1.2974 -0.0001
H -6.0105 2.2399 0.4732 -0.0001
H -5.7774 -0.8773 0.6479 0.0005
H -5.0120 0.2958 1.7311 -0.0003
H -4.0198 -0.9282 0.8948 -0.0070
H -5.6138 -0.6760 -1.8018 0.0001
H -3.8525 -0.8381 -1.6861 -0.0011
H -4.5571 0.5241 -2.5700 0.0000
H -4.8041 3.6025 1.2160 -0.0001
H -4.3782 5.1672 3.0468 0.0001
H -2.1628 5.2396 4.1469 0.0000
H -0.3551 3.7346 3.3630 0.0000
H -0.7858 2.1519 1.5205 -0.0020
H -0.6874 1.8189 -2.0012 -0.0058
H -0.0642 3.3398 -3.8505 0.0000
H -1.6565 5.0754 -4.6096 0.0000
H -3.8388 5.3236 -3.4649 0.0000
H -4.4313 3.8561 -1.5969 -0.0002
F -1.3467 -6.0476 5.2388 0.0000
C -1.1013 -4.8130 4.7691 0.0005
C -2.1281 -4.1169 4.1636 0.0003
C -1.8638 -2.8449 3.6795 0.0010
C -0.5961 -2.2758 3.8087 0.0042
C 0.4174 -3.0139 4.4148 0.0030
C 0.1676 -4.2905 4.9064 0.0006
Sb -0.3016 -0.3631 2.9202 -0.0419
C -1.6838 0.7069 4.1308 0.0070
C -1.2740 1.5416 5.1663 -0.0025
C -2.2057 2.2668 5.8971 -0.0002
C -3.5380 2.1582 5.5610 0.0001
F -4.4378 2.8787 6.2528 0.0000
C -3.9813 1.3494 4.5345 -0.0004
C -3.0411 0.6233 3.8192 -0.0012
C 1.4757 0.2918 3.8735 -0.0002
C 2.3915 1.0330 3.1244 -0.0082
C 3.5870 1.4666 3.6815 -0.0003
C 3.8531 1.1331 4.9946 -0.0001
F 5.0157 1.5258 5.5380 0.0000
C 2.9675 0.4141 5.7743 0.0008
C 1.7719 -0.0033 5.2050 0.0028
H -3.1043 -4.5743 4.0662 0.0000
H -2.6679 -2.2985 3.1950 0.0020
H 1.4188 -2.6100 4.5043 -0.0003
H 0.9425 -4.8782 5.3820 -0.0001
H -0.2255 1.6479 5.4103 0.0002
H -1.9073 2.9239 6.7042 0.0000
H -5.0366 1.3097 4.2946 0.0000
H -3.3771 0.0067 2.9928 -0.0004
H 2.1754 1.2810 2.0886 0.0066
H 4.3072 2.0456 3.1165 0.0001
H 3.2191 0.1877 6.8032 0.0000
H 1.0572 -0.5426 5.8186 0.0003